--- 1 ---
Computed, not measured: a single C7H17NO4S molecule, with ωB97M-V with the def2-TZVPD basis set.

Geometry as XYZ:
```
30
C7H17NO4S, DFT ωB97M-V with the def2-TZVPD basis set
C -2.6577 0.9205 1.2041
O -1.8652 1.1829 0.0674
C -1.8335 0.1344 -0.8910
C -0.3923 -0.1097 -1.3723
C 0.3324 -1.0423 -0.3911
O 0.0638 -0.6864 0.9545
S 1.1103 0.2848 1.6352
N 0.8951 1.6790 0.7546
O 0.6731 0.4578 2.9802
O 2.4373 -0.1726 1.3920
C -0.3477 -0.6204 -2.8265
C 1.0899 -0.6947 -3.3387
C -1.0464 -1.9646 -3.0283
H -2.2526 0.0828 1.7810
H -3.6953 0.7093 0.9222
H -2.6300 1.8222 1.8138
H -2.4634 0.4325 -1.7410
H -2.2415 -0.7823 -0.4553
H 0.1115 0.8604 -1.3473
H 1.4148 -1.0052 -0.5337
H -0.0232 -2.0701 -0.4986
H 1.3950 2.4342 1.1935
H -0.0976 1.8783 0.6952
H -0.8794 0.1254 -3.4291
H 1.0938 -0.9027 -4.4062
H 1.6076 0.2458 -3.1704
H 1.6400 -1.4860 -2.8374
H -1.0874 -2.1969 -4.0901
H -2.0635 -1.9414 -2.6476
H -0.5056 -2.7667 -2.5338
```

## Properties
Net charge: 0
Highest occupied orbital energy in eV: -10.17
Orbital gap in eV: 10.91

These are the Mulliken partial charges, in e, on atoms 1 to 6: -0.7189 -0.4718 -1.1248 0.8025 -1.2070 -0.2748

--- 2 ---
Computed, not measured: 2 unconnected molecules or ions with the total composition C7H17NO4S, with ωB97M-V with the def2-TZVPD basis set.

Geometry as XYZ:
```
30
C7H17NO4S, DFT ωB97M-V with the def2-TZVPD basis set
C -1.1498 1.2082 1.7639
C 0.1301 1.8161 -1.6339
C -0.8366 -2.0068 0.8405
C 1.0731 -2.4823 -1.1801
C -2.0791 0.6934 0.6068
C -0.9836 0.7406 -1.6082
C -0.6651 -1.1330 -0.1083
N -1.1879 0.0763 -0.3244
O 1.9071 -0.8540 1.6335
O 2.2366 1.7092 1.4884
O 2.9193 0.1632 -0.3279
O 0.3635 -1.2673 -1.0459
S 1.7861 0.3778 0.5602
H -0.7721 2.1304 1.3220
H -1.6498 1.6262 2.6921
H -0.3405 0.6024 1.9583
H -0.0960 2.5236 -0.7596
H 1.0903 1.4504 -1.7910
H -0.0152 2.5247 -2.5570
H -0.3714 -2.9289 0.6363
H 1.0404 -1.3266 1.6463
H -1.4241 -2.0650 1.7345
H 1.9198 -2.6032 -0.3877
H 1.5107 -2.1008 -2.1174
H 0.6060 -3.4574 -1.3804
H -2.5833 1.6821 0.2784
H -2.7783 -0.0209 0.8033
H -0.9348 -0.1834 -2.3330
H -1.8549 1.3943 -1.8458
H 3.1394 1.7108 1.4363
```

## Properties
Net charge: 0
Highest occupied orbital energy in eV: -8.22
Orbital gap in eV: 9.01

These are the Mulliken partial charges, in e, on atoms 1 to 6: -0.8906 -1.1505 -1.1165 -0.8861 -0.8740 -0.3959

Winner for stability: 1

--- 1 ---
Computed, not measured: 2 unconnected molecules or ions with the total composition C4H7N2OS, with ωB97M-V with the def2-TZVPD basis set.

Geometry as XYZ:
```
15
C4H7N2OS, DFT ωB97M-V with the def2-TZVPD basis set
C 0.5671 -2.1004 0.5032
C 0.9729 -2.2871 -0.7950
C 0.2317 -0.8514 1.1432
C -1.0910 3.5194 0.4076
N -0.0519 0.2058 0.5404
N 1.1056 -1.3066 -1.7223
O 0.0391 3.3010 0.5637
S -2.6786 3.4388 0.8317
H 0.7946 -2.9441 1.1716
H 0.8885 -3.2242 -1.1920
H 0.1312 -0.7265 2.2815
H 1.0361 -0.3838 -1.5280
H 0.9899 -1.6914 -2.7160
H -0.0519 0.2253 -0.4460
H -2.8834 4.8252 0.9564
```

## Properties
Net charge: +1
Highest occupied orbital energy in eV: -10.91
Orbital gap in eV: 4.11

These are the Mulliken partial charges, in e, on atoms 1 to 6: -0.6525 0.0177 0.1033 0.6817 -0.5351 -0.3952

--- 2 ---
Computed, not measured: a molecular structure, C4H7N2OS, with ωB97M-V with the def2-TZVPD basis set.

Geometry as XYZ:
```
15
C4H7N2OS, DFT ωB97M-V with the def2-TZVPD basis set
C 1.3345 -0.6553 0.2551
C -4.2399 0.0735 0.3410
C -1.0005 -1.2521 -0.0923
C 2.2113 0.5986 0.2717
N 1.5721 -1.8587 0.1509
N -0.0702 -0.3325 0.0544
O -1.3128 -2.3134 -0.3014
S -2.7125 0.2705 -0.1458
H -5.0071 0.7930 0.1104
H -4.6754 -0.7638 0.7909
H 2.6412 0.7047 1.2481
H 1.6708 1.5242 0.1333
H 3.0588 0.7562 -0.4841
H 2.5565 -2.1901 0.0861
H -0.4737 0.5751 0.3800
```

## Properties
Net charge: +1
Highest occupied orbital energy (alpha / beta) in eV: -14.30 / -14.30
Orbital gap (alpha / beta) in eV: 8.53 / 8.53

These are the Mulliken partial charges, in e, on atoms 1 to 6: 0.5392 -0.1721 0.5282 -1.0506 -0.5181 -0.1618

Winner for stability: 2

--- 1 ---
Computed, not measured: a single C10H15N5O4 molecule, with ωB97M-V with the def2-TZVPD basis set.

Geometry as XYZ:
```
34
C10H15N5O4, DFT ωB97M-V with the def2-TZVPD basis set
N -4.1986 1.8425 -0.1251
C -3.1894 1.0236 -0.4665
O -2.2004 1.4262 -1.0624
C -3.4271 -0.4311 -0.0500
C -2.0876 -1.2357 -0.1378
N -2.3685 -2.6573 0.0807
C -1.0774 -0.7305 0.9688
O -1.4757 -0.1715 1.9939
N 0.2673 -0.9484 0.7481
C 0.9394 -1.2558 -0.5076
C 1.1365 0.0062 -1.3646
C 1.7414 1.1422 -0.5459
C 1.6567 2.4782 -0.8043
N 2.3332 3.1349 0.2061
C 2.8101 2.1408 1.0010
N 2.4599 0.9585 0.5659
C 2.2947 -1.9909 -0.3197
O 2.6277 -2.9092 -1.0177
O 3.0426 -1.5483 0.6640
H -4.0409 2.8116 -0.3222
H -4.9144 1.6445 0.5649
H -4.1550 -0.8580 -0.7406
H -3.8657 -0.5236 0.9419
H -1.6693 -1.1423 -1.1438
H -1.4793 -3.1684 0.1493
H -2.7668 -2.7795 1.0014
H 0.8186 -0.4780 1.4795
H 0.3481 -1.9938 -1.0765
H 0.1621 0.3232 -1.7474
H 1.8074 -0.2412 -2.1988
H 1.1185 2.9162 -1.6447
H 2.4074 4.1362 0.3567
H 3.2971 2.3965 1.9206
H 2.7419 -0.6152 0.8672
```

## Properties
Net charge: 0
Highest occupied orbital energy in eV: -9.16
Orbital gap in eV: 9.65

These are the Mulliken partial charges, in e, on atoms 1 to 6: -0.3854 0.4834 -0.6103 -1.2368 0.4444 -0.7346

--- 2 ---
Computed, not measured: a single C10H15N5O4 molecule, with ωB97M-V with the def2-TZVPD basis set.

Geometry as XYZ:
```
34
C10H15N5O4, DFT ωB97M-V with the def2-TZVPD basis set
N -5.2053 -1.0700 -1.3178
C -4.1021 -0.7787 -0.5645
O -4.1577 -1.0429 0.6591
C -2.8434 -0.3344 -1.2468
C -1.9044 0.3485 -0.2224
N -1.5457 -0.5280 0.9057
C -0.2911 -0.7507 1.3535
O -0.1208 -1.4308 2.3517
C 0.8893 -0.0850 0.5951
N 0.7713 1.3882 0.8485
C 2.1916 -0.6846 1.0913
C 3.3812 -0.3878 0.2163
C 4.2504 -1.1666 -0.4512
N 5.1598 -0.3080 -1.0462
C 4.6954 0.9374 -0.8415
N 3.5988 0.9316 -0.1095
C -2.4254 1.7307 0.2825
O -3.6199 2.0105 0.2595
O -1.5460 2.5876 0.7473
H -5.9744 -1.4778 -0.7792
H -5.4883 -0.5951 -2.1438
H -3.1279 0.3617 -2.1193
H -2.3319 -1.2480 -1.6121
H -0.9214 0.5346 -0.7227
H -2.2307 -1.0294 1.4658
H 0.8802 -0.2170 -0.5165
H 1.0248 1.4088 1.8873
H 1.7204 1.6416 0.4763
H 2.4487 -0.2730 2.0871
H 2.0739 -1.7793 1.2377
H 4.2150 -2.2240 -0.5212
H 5.9562 -0.5217 -1.6744
H 5.2546 1.7951 -1.1673
H -0.6750 2.2567 0.5916
```

## Properties
Net charge: 0
Highest occupied orbital energy in eV: -9.27
Orbital gap in eV: 9.69

These are the Mulliken partial charges, in e, on atoms 1 to 6: -0.4139 0.5298 -0.6612 -0.9346 0.1336 0.0220

Winner for stability: 1

--- 1 ---
Computed, not measured: a single C4H3NS2 molecule, with ωB97M-V with the def2-TZVPD basis set.

Geometry as XYZ:
```
10
C4H3NS2, DFT ωB97M-V with the def2-TZVPD basis set
N 0.9668 2.7047 0.2235
C 1.1053 1.5797 0.0051
C 1.3553 0.2055 -0.2601
C 0.4960 -0.8279 -0.2417
C -0.9401 -0.7889 0.0759
S -1.8274 -2.1777 0.2193
S -1.6433 0.8203 0.3105
H 2.3925 0.0099 -0.6222
H 0.9028 -1.8428 -0.3799
H -2.8079 0.3171 0.6697
```

## Properties
Net charge: 0
Highest occupied orbital energy in eV: -9.26
Orbital gap in eV: 7.58

These are the Mulliken partial charges, in e, on atoms 1 to 6: -0.3511 0.0286 -0.1123 -0.2901 0.3508 -0.2186

--- 2 ---
Computed, not measured: a single C4H3NS2 molecule, with ωB97M-V with the def2-TZVPD basis set.

Geometry as XYZ:
```
10
C4H3NS2, DFT ωB97M-V with the def2-TZVPD basis set
C -2.5932 -0.1056 -0.4961
C -1.5372 -0.1305 0.0692
C -0.2501 -0.1347 0.7734
S 0.7577 1.3685 0.4083
C 1.9899 0.4890 -0.4899
N 2.0253 -0.7775 -0.5128
S 0.8181 -1.5540 0.3842
H -3.5452 -0.1056 -1.0063
H -0.4015 -0.1382 1.8497
H 2.7361 1.0885 -0.9797
```

## Properties
Net charge: 0
Highest occupied orbital energy in eV: -8.67
Orbital gap in eV: 9.33

These are the Mulliken partial charges, in e, on atoms 1 to 6: 0.1871 -0.5830 -0.2751 -0.1022 0.0107 -0.3642

Winner for stability: 1